Version 1
# C9H14

A 2-piece molecular cluster, C9H14 overall (wB97M-V/def2-TZVPD, the OMol25 dataset).

Structure (XYZ):
```
23
Properties=species:S:1:pos:R:3:mulliken_charge:R:1
C 3.8238 1.3546 -1.3510 -0.76
C 3.3537 1.6681 0.0956 -0.75
H 4.7847 0.9067 -1.2634 0.27
H 3.1684 0.6606 -1.8507 0.24
H 3.9027 2.3160 -1.8834 0.25
H 2.5585 0.9496 0.3414 0.20
H 4.0425 1.5705 0.9277 0.33
H 2.9048 2.6588 0.1266 0.23
C -3.2646 -1.4830 1.8207 -1.33
C -1.4264 0.7945 -0.4530 -0.52
C -2.3878 0.2981 0.4096 -0.48
C -0.5512 -0.1443 -1.0372 -0.33
C -2.4462 -1.0815 0.6305 1.00
C -0.6151 -1.5174 -0.7690 -0.45
C -1.5870 -2.0069 0.1073 -0.54
H -1.2856 1.8675 -0.5869 0.36
H -3.0433 0.9611 0.9151 0.38
H 0.1132 0.2302 -1.8695 0.34
H 0.1736 -2.1737 -1.1643 0.34
H -2.7873 -1.2533 2.8028 0.27
H -3.5471 -2.5693 1.8398 0.32
H -1.6961 -3.1161 0.2688 0.26
H -4.1882 -0.8907 1.9425 0.35
```

Calculated values
SMILES: Cc1ccccc1.CC
Lowest unoccupied orbital energy: 1.03 eV
Total charge: 0
E_HOMO: -8.91 eV

---

Version 2
# C9H14

A 2-piece molecular cluster, C9H14 overall (wB97M-V/def2-TZVPD, the OMol25 dataset).

Structure (XYZ):
```
23
Properties=species:S:1:pos:R:3:mulliken_charge:R:1
C -1.9827 -0.3646 -2.2900 -1.41
C -1.5031 0.3321 -1.0944 0.75
C -1.2953 1.7446 -1.2318 -0.78
C -1.1604 -0.2774 0.1303 -0.23
C -0.5228 2.3927 -0.1692 -0.33
C -0.5915 0.4026 1.2601 -0.44
C -0.2290 1.7496 1.0366 -0.42
H -2.5450 0.3741 -2.7494 0.43
H -2.6562 -1.2314 -2.1866 0.36
H -1.6219 2.1373 -2.1308 0.44
H -1.5433 -1.4003 0.3070 0.19
H -0.1237 3.4261 -0.1734 0.32
H -0.3497 -0.2275 2.1901 0.67
H 0.6403 2.3097 1.6380 0.16
H -1.2495 -0.6189 -3.0020 0.31
C 1.6420 -1.8488 0.8343 -0.53
C 2.5580 -0.8065 1.3813 -0.62
H 0.5682 -1.8303 1.2119 0.05
H 1.5747 -1.7699 -0.3346 0.17
H 2.1397 -2.8789 1.0706 0.30
H 3.1296 -0.4944 0.4925 0.21
H 1.8886 0.0534 1.7282 0.05
H 3.2330 -1.1733 2.0815 0.36
```

Calculated values
SMILES: Cc1ccccc1.CC
Lowest unoccupied orbital energy: 0.96 eV
Total charge: 0
E_HOMO: -9.05 eV

---

Version 3
# C9H14

A 2-piece molecular cluster, C9H14 overall (wB97M-V/def2-TZVPD, the OMol25 dataset).

Structure (XYZ):
```
23
Properties=species:S:1:pos:R:3:mulliken_charge:R:1
C 0.3297 -2.8983 2.3688 -0.81
C -0.9264 -2.1525 2.1073 -0.66
H 1.2104 -2.2474 2.2062 0.23
H 0.6305 -3.2739 3.3477 0.34
H 0.4638 -3.7346 1.6873 0.25
H -0.7391 -1.0791 2.0679 0.05
H -1.7288 -2.2488 2.8421 0.40
H -1.4591 -2.3923 1.1785 0.26
C 0.7727 0.5220 0.7258 -1.25
C -0.8650 0.6449 -1.1220 -0.38
C 0.3348 1.1771 -0.5407 0.57
C -1.1688 1.0245 -2.4383 -0.57
C 1.0267 2.1891 -1.1608 -0.14
C -0.4206 2.0585 -3.0068 -0.19
C 0.6762 2.6603 -2.4239 -0.67
H -1.3530 -0.0599 -0.4655 0.38
H -1.8953 0.4599 -3.0100 0.35
H 1.8653 0.5375 0.7880 0.37
H 0.6200 -0.5476 0.7472 0.09
H 1.8198 2.7054 -0.6249 0.34
H -0.6960 2.2594 -4.0329 0.30
H 1.1346 3.5157 -2.8983 0.37
H 0.3677 0.8801 1.6572 0.37
```

Calculated values
SMILES: Cc1ccccc1.CC
Lowest unoccupied orbital energy: 1.03 eV
Total charge: 0
E_HOMO: -8.95 eV

---

Which of them is the least stable? Correct choice: version 2.

---

Version 1
# C7H10O2

A 2-piece molecular cluster, C7H10O2 overall (wB97M-V/def2-TZVPD, the OMol25 dataset).

Structure (XYZ):
```
19
Properties=species:S:1:pos:R:3:mulliken_charge:R:1
O -0.5138 1.7693 3.5379 -0.56
C -1.2508 0.1283 2.0163 -0.40
C 0.2869 1.8302 1.2351 -0.58
C -1.2812 -0.4448 0.7567 -0.62
C 0.2848 1.2268 -0.0163 -0.45
C -0.5263 1.2803 2.2534 0.76
C -0.5378 0.1291 -0.2627 0.76
C -0.5431 -0.4862 -1.6590 -1.21
H -0.8227 1.1201 4.2155 0.31
H -1.8745 -0.2261 2.8476 0.24
H 0.8258 2.7468 1.5088 0.35
H -1.8530 -1.3709 0.6119 0.31
H 0.8674 1.4436 -0.9213 0.22
H -0.4012 -1.5753 -1.5576 0.32
H 0.3043 -0.0728 -2.2315 0.27
H -1.4722 -0.3036 -2.2247 0.28
O 2.8931 -2.4455 -2.9758 -0.65
H 2.7843 -3.1477 -3.6565 0.32
H 2.8300 -1.6015 -3.4778 0.32
```

Calculated values
SMILES: Cc1ccc(O)cc1.O
Lowest unoccupied orbital energy: 0.77 eV
Total charge: 0
E_HOMO: -8.33 eV

---

Version 2
# C7H10O2

The molecule C7H10O2 (wB97M-V/def2-TZVPD, the OMol25 dataset).

Structure (XYZ):
```
19
Properties=species:S:1:pos:R:3:mulliken_charge:R:1
C -2.1921 -1.2712 1.0028 -0.70
C -0.6553 0.0149 -0.2131 0.68
C 0.3336 -0.6649 0.5800 -0.48
C 1.8299 -0.3760 0.4447 -1.22
C 1.6199 1.1299 -0.0945 -0.06
C 0.9575 0.8578 -1.3500 -0.07
C -0.5169 1.2511 -1.2451 -0.53
H -2.0190 -2.3253 0.5338 0.25
H -1.4064 -0.7539 1.7712 0.39
H -3.2682 -1.3090 1.2848 0.24
H 0.0905 -1.3254 1.2668 0.52
H 2.6075 -0.9316 0.0071 0.35
H 2.1451 -0.5525 1.4629 0.34
H 0.9268 1.6131 0.6098 0.30
H 1.1695 -0.2145 -1.4947 0.38
H -1.1178 1.3133 -2.2164 0.28
H -0.6109 2.2816 -0.7474 0.26
O -1.8585 -0.5900 -0.3221 -0.46
O 1.9648 1.8525 -1.2805 -0.47
```

Calculated values
SMILES: COC1=CC[C@H]2O[C@@H]2C1
Lowest unoccupied orbital energy: 0.85 eV
Total charge: 0
E_HOMO: -8.41 eV

---

Which of them is the least stable? Correct choice: version 2.

---

Version 1
# C3H10N2O

A 2-piece molecular cluster, C3H10N2O overall (wB97M-V/def2-TZVPD, the OMol25 dataset).

Structure (XYZ):
```
16
Properties=species:S:1:pos:R:3:mulliken_charge:R:1
C -1.5129 0.6851 -0.7956 -0.84
N -1.3172 -0.6721 -0.3760 -0.34
C -1.6970 -0.9057 1.0096 -0.91
H -2.5637 0.8696 -0.9988 0.30
H -1.2637 1.4079 -0.0044 0.26
H -0.9175 0.9317 -1.6704 0.33
H -0.4312 -1.1188 -0.5529 0.27
H -1.1035 -0.3111 1.6897 0.32
H -1.6165 -1.9531 1.2820 0.32
H -2.7148 -0.5360 1.1596 0.29
C 2.5392 -0.0966 -0.6432 0.08
N 2.5737 0.7382 0.4275 -0.35
O 3.1014 -1.1689 -0.6876 -0.55
H 1.9663 0.2769 -1.5196 0.35
H 1.9074 1.4889 0.4498 0.24
H 3.0502 0.3638 1.2304 0.24
```

Calculated values
SMILES: NC=O.CNC
Lowest unoccupied orbital energy: 0.78 eV
Total charge: 0
E_HOMO: -8.68 eV

---

Version 2
# C3H10N2O

A 2-piece molecular cluster, C3H10N2O overall (wB97M-V/def2-TZVPD, the OMol25 dataset).

Structure (XYZ):
```
16
Properties=species:S:1:pos:R:3:mulliken_charge:R:1
C -1.2299 0.3820 3.7434 0.05
C -1.5851 0.1486 2.4744 -0.74
N -1.5514 -0.4494 4.8143 -0.42
H -0.9443 1.3657 4.1032 0.28
H -0.9588 0.5113 1.6557 0.18
H -2.1683 -0.6830 2.0947 0.24
H 0.3404 -1.3247 -4.0951 0.30
H -1.9242 -1.3694 4.7059 0.20
H -1.8548 0.0718 5.6215 0.21
N 1.7061 0.7277 -2.4962 -0.47
C 1.8159 -0.1835 -3.5961 -0.17
O 0.5705 -0.4206 -4.2621 -0.51
H 2.4161 0.6468 -1.7922 0.20
H 0.7751 0.8704 -2.1400 0.21
H 2.3842 -1.0595 -3.2558 0.25
H 2.3861 0.2226 -4.4405 0.19
```

Calculated values
SMILES: C=CN.NCO
Lowest unoccupied orbital energy: 0.87 eV
Total charge: 0
E_HOMO: -8.29 eV

---

Version 3
# C3H10N2O

The molecule C3H10N2O (wB97M-V/def2-TZVPD, the OMol25 dataset).

Structure (XYZ):
```
16
Properties=species:S:1:pos:R:3:mulliken_charge:R:1
C -0.7539 0.4962 0.0196 0.64
C 0.5061 0.5679 0.8195 -0.58
C 1.8096 -1.5945 -0.5041 -0.64
N -1.8563 -0.2532 0.5527 -0.63
N -1.2783 1.7462 -0.4696 -0.80
O 1.5064 -0.2478 -0.2195 -0.44
H -0.2228 -0.1041 -0.8378 0.12
H -2.7507 0.2214 0.5045 0.28
H -1.7516 -0.3820 1.5562 0.23
H -1.9201 1.5559 -1.2329 0.25
H -0.5270 2.2972 -0.8807 0.25
H 0.9934 1.5429 0.8246 0.25
H 0.5199 0.0033 1.7502 0.27
H 2.7242 -1.9264 -0.0011 0.26
H 0.9869 -2.2885 -0.2994 0.30
H 2.0144 -1.6344 -1.5825 0.23
```

Calculated values
SMILES: COCC(N)N
Lowest unoccupied orbital energy: 0.98 eV
Total charge: 0
E_HOMO: -8.72 eV

---

Which of them is the least stable? Correct choice: version 3.

---

Version 1
# C3H10N2O

A 2-piece molecular cluster, C3H10N2O overall (wB97M-V/def2-TZVPD, the OMol25 dataset).

Structure (XYZ):
```
16
Properties=species:S:1:pos:R:3:mulliken_charge:R:1
C 1.4692 1.8211 -0.6224 0.05
C 2.3873 2.7839 -0.6182 -0.71
N 0.5152 1.6622 -1.6650 -0.59
H 1.5688 1.0500 0.1395 0.23
H 3.0610 2.7799 0.2242 0.24
H 2.5058 3.5200 -1.3949 0.28
H -0.0062 -1.7952 1.7093 0.29
H -0.1171 0.9172 -1.4044 0.26
H 0.9687 1.3776 -2.5241 0.24
N -2.1552 -1.4178 1.4161 -0.56
C -1.4352 -2.3955 0.6255 -0.14
O -0.1048 -2.5321 1.1037 -0.53
H -3.0281 -1.7750 1.7688 0.21
H -2.3045 -0.5372 0.9444 0.21
H -1.8716 -3.3784 0.7009 0.29
H -1.4532 -2.0809 -0.4033 0.23
```

Calculated values
SMILES: C=CN.NCO
Lowest unoccupied orbital energy: 0.67 eV
Total charge: 0
E_HOMO: -8.88 eV

---

Version 2
# C3H10N2O

A 2-piece molecular cluster, C3H10N2O overall (wB97M-V/def2-TZVPD, the OMol25 dataset).

Structure (XYZ):
```
16
Properties=species:S:1:pos:R:3:mulliken_charge:R:1
C -1.4978 -1.4649 0.0139 -1.06
C -0.9025 -0.8059 1.2426 -0.27
N 0.2339 1.6260 0.3205 -0.49
C 0.9634 0.4993 0.6920 0.15
N 0.5243 -0.6191 1.0699 -0.53
H -0.7969 -2.1749 -0.4241 0.31
H -1.7270 -0.7103 -0.7320 0.24
H -2.4330 -1.9929 0.2220 0.36
H -1.0061 -1.4632 2.1166 0.30
H -1.4279 0.1189 1.5101 0.21
H -0.6392 1.7884 0.8005 0.17
H 0.7610 2.4841 0.2717 0.24
H 2.0318 0.6391 0.6547 0.37
H 0.6274 0.9793 -1.8275 0.35
H 0.4241 -0.3315 -2.7380 0.31
O 0.9566 0.4486 -2.5578 -0.66
```

Calculated values
SMILES: CC/N=C\N.O
Lowest unoccupied orbital energy: 0.79 eV
Total charge: 0
E_HOMO: -9.58 eV

---

Version 3
# C3H10N2O

A 2-piece molecular cluster, C3H10N2O overall (wB97M-V/def2-TZVPD, the OMol25 dataset).

Structure (XYZ):
```
16
Properties=species:S:1:pos:R:3:mulliken_charge:R:1
C -1.3946 1.4038 0.4321 -0.16
C -2.2172 0.4650 -0.0155 -0.58
N -0.1974 1.7535 -0.2432 -0.49
H -1.6070 1.9517 1.3436 0.25
H -3.1286 0.2455 0.5243 0.24
H -1.9865 -0.1309 -0.8923 0.20
H 1.4492 0.3442 -0.6402 0.36
H -0.3892 1.8551 -1.2336 0.26
H 0.1188 2.6660 0.0906 0.23
N 0.6358 -1.5038 1.0354 -0.50
C 1.0171 -1.5729 -0.3347 -0.27
O 1.8382 -0.5245 -0.8398 -0.56
H 1.4166 -1.4435 1.6719 0.23
H -0.0064 -0.7368 1.2002 0.23
H 1.6021 -2.4743 -0.5112 0.30
H 0.1128 -1.6233 -0.9492 0.24
```

Calculated values
SMILES: C=CN.NCO
Lowest unoccupied orbital energy: 0.84 eV
Total charge: 0
E_HOMO: -9.20 eV

---

Which of them is the least stable? Correct choice: version 1.